1.
{"formula": "NO3Tl", "method": "ωB97M-V with the def2-TZVPD basis set", "homo_ev": -22.351, "orbital_gap_ev": 4.58, "charge": 2, "e_above_lowest_kj_mol": 76.0, "molar_mass_g_mol": 266.39, "e_tot_ev": -12295.924, "species": ["Tl", "N", "O", "O", "O"], "positions_angstrom": [[-1.6787, 2.3263, -1.8938], [0.3975, -0.5762, 0.4684], [0.0976, -1.6600, 0.9044], [-0.2728, 0.0255, -0.3324], [1.4563, -0.1157, 0.8534]]}

***

2.
{"formula": "C2H3FO3P", "method": "ωB97M-V with the def2-TZVPD basis set", "homo_ev": -5.044, "orbital_gap_ev": 8.79, "charge": -1, "e_above_lowest_kj_mol": 354.3, "molar_mass_g_mol": 125.01, "e_tot_ev": -20271.596, "species": ["C", "C", "O", "O", "O", "F", "P", "H", "H", "H"], "positions_angstrom": [[-1.3367, 0.6772, -0.0316], [-0.4239, -0.5174, -0.2686], [-0.5590, 1.5066, 0.5284], [-2.4769, 0.8029, -0.4181], [1.9659, 0.6373, -0.0039], [-1.2911, -2.2339, -0.0213], [0.9538, -0.2850, 0.9301], [-0.1207, -0.6741, -1.3043], [1.6492, 1.5458, 0.0809], [1.6392, -1.4593, 0.5083]]}

***

3.
{"formula": "C4H6S", "method": "ωB97M-V with the def2-TZVPD basis set", "homo_ev": -8.943, "orbital_gap_ev": 7.83, "e_above_lowest_kj_mol": 443.4, "molar_mass_g_mol": 86.16, "e_tot_ev": -15075.198, "species": ["C", "C", "C", "C", "H", "H", "H", "H", "H", "H", "S"], "positions_angstrom": [[1.2558, -1.1802, 0.0668], [0.9878, 0.0852, -0.5481], [-0.4185, 0.8230, -0.0744], [-1.4390, 0.1710, 0.6505], [0.4679, -1.4757, 0.9943], [2.3268, -1.7999, -0.1642], [1.5986, 0.5379, -1.6140], [0.2427, 1.9241, 0.3791], [-0.8488, 1.2485, -0.9929], [-1.5308, 0.2440, 1.7015], [-2.6424, -0.5780, -0.3987]]}

***

4.
{"formula": "C17H19N5O3S", "method": "ωB97M-V with the def2-TZVPD basis set", "homo_ev": -8.362, "orbital_gap_ev": 8.10, "smiles": "CCCCOc1ccc(NS(=O)(=O)c2ccc(-n3cnnn3)cc2)cc1", "e_above_lowest_kj_mol": 296.0, "molar_mass_g_mol": 373.44, "e_tot_ev": -42363.796, "species": ["C", "C", "C", "C", "O", "C", "C", "C", "C", "N", "S", "O", "O", "C", "C", "C", "C", "N", "C", "N", "N", "N", "C", "C", "C", "C", "H", "H", "H", "H", "H", "H", "H", "H", "H", "H", "H", "H", "H", "H", "H", "H", "H", "H", "H"], "positions_angstrom": [[-7.4894, -1.3926, -1.2577], [-6.1676, -2.1330, -1.0961], [-5.3221, -1.5326, 0.0236], [-3.9981, -2.2803, 0.1918], [-3.2005, -1.7518, 1.2326], [-2.5275, -0.5858, 1.0444], [-1.8668, -0.0864, 2.1689], [-1.1227, 1.0711, 2.0959], [-1.0310, 1.7726, 0.8969], [-0.2813, 2.9532, 0.8054], [0.8059, 3.1653, -0.4505], [0.1021, 3.2635, -1.6887], [1.6583, 4.2370, -0.0365], [1.7196, 1.6218, -0.4157], [2.7372, 1.4805, 0.5076], [3.4048, 0.2739, 0.6133], [3.0291, -0.7831, -0.2118], [3.6755, -2.0192, -0.1334], [4.7812, -2.4169, 0.5548], [4.9951, -3.6764, 0.2981], [4.0322, -4.0554, -0.5377], [3.2516, -3.1046, -0.8057], [2.0008, -0.6344, -1.1399], [1.3451, 0.5781, -1.2401], [-1.6942, 1.2867, -0.2213], [-2.4313, 0.1178, -0.1530], [-8.0694, -1.4434, -0.3392], [-8.0772, -1.8318, -2.0599], [-7.3140, -0.3454, -1.4939], [-5.6100, -2.0893, -2.0346], [-6.3632, -3.1849, -0.8770], [-5.1233, -0.4801, -0.1892], [-5.8693, -1.5796, 0.9672], [-3.4412, -2.3029, -0.7532], [-4.1924, -3.3126, 0.4964], [-1.9485, -0.6336, 3.0944], [-0.6182, 1.4440, 2.9758], [0.1030, 3.2816, 1.6780], [3.0072, 2.3252, 1.1213], [4.2009, 0.1600, 1.3317], [5.3789, -1.8002, 1.1889], [1.7368, -1.4728, -1.7648], [0.5578, 0.7333, -1.9586], [-1.6324, 1.8399, -1.1442], [-2.9285, -0.2273, -1.0450]]}